# 1
DFT (ωB97M-V with the def2-TZVPD basis set) results for C39H34MnN10S as an isolated structure.

Atoms and positions in Å:
1 Mn -0.1726 0.8839 -0.4779
2 C -2.8637 2.1394 -1.8353
3 C -2.4178 1.5054 -3.1935
4 C -1.9478 0.0428 -3.2368
5 C -2.2585 -0.7295 -4.3778
6 C -1.8523 -2.0533 -4.3681
7 C -1.0034 -2.5536 -3.4020
8 C -0.6161 -1.6724 -2.4157
9 N -1.0941 -0.4161 -2.3435
10 N -1.7368 2.5328 -0.9974
11 C -2.1805 3.2141 0.2749
12 C -1.0085 3.4291 1.1282
13 C -0.9306 4.4040 2.0999
14 C 0.2721 4.6694 2.6911
15 C 1.4591 3.9818 2.3524
16 C 1.2523 2.9577 1.4117
17 N 0.0819 2.6755 0.8207
18 C -0.9800 3.5758 -1.6997
19 C 0.1028 2.9802 -2.5635
20 C 0.3584 3.5240 -3.7933
21 C 1.2868 2.8595 -4.6352
22 C 1.7929 1.6777 -4.2241
23 C 1.4814 1.1694 -2.9890
24 N 0.6583 1.8432 -2.1947
25 H -3.4953 1.4023 -1.3241
26 H -3.4909 2.9579 -2.1299
27 H -1.6267 2.1540 -3.6181
28 H -3.2478 1.7005 -3.9719
29 H -2.8901 -0.3800 -5.1518
30 H -2.2020 -2.7504 -5.1207
31 H -0.6056 -3.5698 -3.3779
32 H 0.0749 -1.9320 -1.6392
33 H -2.9083 2.5462 0.7251
34 H -2.7311 4.0778 0.0589
35 H -1.8433 4.9408 2.3955
36 H 0.3346 5.4780 3.4398
37 H 2.3638 4.3954 2.7002
38 H 2.0155 2.2961 1.0437
39 H -0.4513 4.2173 -1.0285
40 H -1.6653 4.1828 -2.2659
41 H -0.2278 4.4151 -4.1627
42 H 1.5687 3.2140 -5.6476
43 H 2.3797 0.9734 -4.8593
44 H 1.8443 0.1379 -2.7361
45 N -1.9893 -0.9208 3.3334
46 C -2.9975 -1.4384 2.5012
47 C -4.0709 -2.2974 2.7189
48 C -4.8586 -2.5952 1.6497
49 C -4.5979 -2.0008 0.4002
50 C -3.4966 -1.2498 0.1379
51 C -2.6905 -0.8717 1.2488
52 N -1.5393 -0.0506 1.2922
53 C -1.1292 -0.1364 2.5700
54 C 0.1270 0.3352 3.2091
55 C 0.2235 1.4810 3.9507
56 S 1.7279 1.5845 4.7374
57 C 2.1810 0.1661 3.9246
58 N 1.2927 -0.3997 3.1577
59 H -1.9297 -1.0019 4.3682
60 H -4.3634 -2.6388 3.6926
61 H -5.7346 -3.1797 1.7907
62 H -5.1986 -2.3275 -0.4357
63 H -3.2517 -0.7907 -0.8440
64 H -0.5289 2.1603 4.2722
65 H 3.2317 -0.1287 3.9899
66 N 4.1842 -8.3697 2.2639
67 C 4.1644 -7.2143 2.1620
68 C 4.0743 -5.7999 1.9752
69 C 4.8098 -5.1738 1.0008
70 C 4.4920 -3.8942 0.5965
71 C 3.4606 -3.1886 1.2156
72 C 2.7623 -3.7896 2.2620
73 C 3.0979 -5.0813 2.6559
74 N 3.1135 -1.9068 0.7556
75 C 3.8214 -0.7211 0.3730
76 C 2.8806 0.1597 -0.0830
77 N 1.6233 -0.4223 -0.0195
78 C 1.8601 -1.6214 0.4939
79 H 5.6784 -5.7904 0.5909
80 H 5.0665 -3.4165 -0.1332
81 H 2.0315 -3.2325 2.8456
82 H 2.5012 -5.5179 3.4012
83 H 4.9285 -0.5834 0.3853
84 H 3.0785 1.1702 -0.4719
85 H 1.0845 -2.4032 0.7038

frontier orbital gap (alpha / beta): 8.9161 / 8.7572 eV
lowest unoccupied orbital energy (alpha / beta): -4.686 / -4.854 eV
HOMO level (alpha / beta): -13.603 / -13.611 eV
spin multiplicity: 6
net charge: +2

Mulliken population analysis, charges in e, atoms 1 to 5:
1 Mn 2.03
2 C -1.22
3 C -0.44
4 C 0.71
5 C -1.29

=====

# 2
DFT (ωB97M-V with the def2-TZVPD basis set) results for C39H34N3P2Re as an isolated structure.

Atoms and positions in Å:
1 Re -0.1768 0.1595 -0.3947
2 C -3.1175 1.4700 -1.2836
3 P -1.4525 2.1322 -0.8401
4 C -1.4379 2.4915 0.9421
5 C -0.1710 2.7599 1.4958
6 C -0.0432 3.0002 2.8523
7 C -1.1687 2.9798 3.6641
8 C -2.4179 2.6976 3.1229
9 C -2.5578 2.4368 1.7703
10 C -1.0708 3.6264 -1.7626
11 C -0.1756 3.6154 -2.8289
12 C 0.0736 4.7932 -3.5118
13 C -0.5650 5.9656 -3.1341
14 C -1.4659 5.9637 -2.0796
15 C -1.7192 4.7999 -1.3770
16 C -3.2384 0.1376 -0.6331
17 C -4.3324 -0.6866 -0.3684
18 C -3.8309 -1.8728 0.1912
19 C -2.4453 -1.7390 0.2548
20 C -1.3650 -2.6567 0.6934
21 P 0.0268 -1.5743 1.3401
22 C -0.2215 -1.8550 3.1201
23 C 0.2325 -3.0905 3.5990
24 C -0.1450 -3.5109 4.8599
25 C -0.9547 -2.7040 5.6471
26 C -1.3719 -1.4623 5.1839
27 C -1.0123 -1.0321 3.9163
28 C 1.6753 -2.2261 0.9705
29 C 2.6921 -1.4605 1.5602
30 C 4.0137 -1.8350 1.4349
31 C 4.3346 -2.9752 0.7056
32 C 3.3385 -3.6929 0.0581
33 C 2.0081 -3.3183 0.1743
34 N -2.0973 -0.5033 -0.2359
35 H -3.1225 1.3840 -2.3788
36 H -3.9349 2.1432 -1.0169
37 H 0.6907 2.8646 0.8424
38 H 0.9241 3.2262 3.2758
39 H -1.0762 3.2070 4.7146
40 H -3.2911 2.6931 3.7571
41 H -3.5340 2.2196 1.3615
42 H 0.3093 2.6932 -3.1219
43 H 0.7646 4.8026 -4.3387
44 H -0.3577 6.8851 -3.6618
45 H -1.9736 6.8728 -1.8016
46 H -2.4109 4.7928 -0.5467
47 H -5.3614 -0.4592 -0.5624
48 H -4.4073 -2.7161 0.5160
49 H -0.9797 -3.2421 -0.1496
50 H -1.7230 -3.3590 1.4512
51 H 0.8649 -3.7168 2.9850
52 H 0.1746 -4.4793 5.2152
53 H -1.2626 -3.0465 6.6225
54 H -1.9968 -0.8403 5.8055
55 H -1.3400 -0.0665 3.5533
56 H 2.4276 -0.5880 2.1516
57 H 4.7921 -1.2619 1.9162
58 H 5.3598 -3.3081 0.6609
59 H 3.6010 -4.5718 -0.5106
60 H 1.2459 -3.9009 -0.3226
61 N 1.9451 0.7833 -0.8139
62 C 2.4521 -0.0387 -1.9074
63 C 3.7839 -0.0974 -2.2415
64 C 4.2145 -0.9001 -3.3088
65 C 3.3106 -1.6233 -4.0418
66 C 1.9380 -1.6057 -3.7159
67 C 0.9700 -2.3749 -4.3939
68 C -0.3357 -2.3512 -3.9626
69 C -0.6806 -1.5458 -2.8778
70 N 0.1983 -0.8015 -2.2184
71 C 1.5056 -0.8065 -2.6214
72 H 2.0145 1.7666 -1.1075
73 H 2.5849 0.6981 -0.0161
74 H 4.5144 0.4608 -1.6736
75 H 5.2638 -0.9306 -3.5562
76 H 3.6383 -2.2416 -4.8613
77 H 1.2654 -2.9862 -5.2328
78 H -1.0983 -2.9529 -4.4337
79 H -1.7088 -1.5141 -2.5399

frontier orbital gap (alpha / beta): 5.8226 / 5.2165 eV
energy above the lowest of the compared OMol25 structures with the same formula, charge and spin: 0.706 eV
lowest unoccupied orbital energy (alpha / beta): -10.114 / -10.670 eV
HOMO level (alpha / beta): -15.936 / -15.886 eV
spin multiplicity: 4
net charge: +3

Mulliken population analysis, charges in e, atoms 1 to 5:
1 Re -0.22
2 C -1.09
3 P 0.83
4 C 0.23
5 C -0.10

=====

Looking at F_max for the records above, in order, we have 3.44; 1.91 eV/Å.
Looking at energy for the records above, in order, we have -3602.926683; -2430.909778 Ha.